60
Properties=species:S:1:pos:R:3:forces:R:3 method="wB97M-V/def2-TZVPD" multiplicity=2 total_energy_ha=-4456.077912 gap_ev="8.17 / 5.35" fmax_ha_per_bohr=0.0134 homo_ha="-0.55432 / -0.55432" total_charge=+2 s2=0.76
Ir 0.11710 0.24329 -1.31799 -0.39 -0.57 -0.04
As -0.44563 2.64954 0.74886 0.09 -0.06 -0.35
S 1.36226 2.39793 -2.39084 -0.23 -0.58 0.05
P 0.58430 -1.18428 0.40142 0.08 -0.03 -0.20
O -6.27888 -0.96259 -1.49474 -0.03 -0.04 -0.09
O 2.31613 2.62197 -3.40901 0.07 0.00 0.09
O 0.99599 1.97427 1.49261 -0.20 0.11 0.07
O -1.57490 3.15701 1.78115 -0.10 -0.01 0.01
O 0.05157 1.78552 -2.83286 0.28 0.23 0.16
O 1.78992 1.36913 -1.31563 0.19 0.64 -0.08
O -1.05234 1.28333 -0.15335 0.15 0.18 0.19
N -5.47632 1.15873 -1.33678 0.08 -0.16 -0.05
N -1.61507 -0.78512 -1.84152 -0.11 0.11 -0.02
C -4.68541 2.20434 -1.95091 0.00 0.00 0.05
C -0.44586 -0.99176 1.86919 0.00 -0.03 0.00
C 2.30311 -1.02510 0.91235 -0.02 0.01 0.02
C -6.57758 1.51136 -0.47459 -0.01 0.04 0.06
C -0.14986 5.29014 0.02499 -0.03 -0.04 0.06
C -2.69224 -2.41315 -3.22384 -0.04 -0.01 0.01
C -6.25062 1.15804 0.99327 -0.01 0.02 -0.04
C -3.98499 -0.78819 -2.05877 0.02 0.01 0.02
C -3.93375 -1.89225 -2.90615 0.02 -0.01 0.00
C 1.19761 6.30668 -1.68409 -0.01 0.00 0.01
C -1.56249 -1.83493 -2.67571 0.07 0.00 -0.03
C 0.36953 -2.92641 -0.05133 0.08 0.01 0.03
C 1.51715 5.04494 -2.18069 -0.02 0.06 -0.03
C 0.35415 6.43001 -0.59952 0.02 -0.01 -0.03
C 1.00499 3.91486 -1.56993 -0.14 0.00 0.05
C 0.16999 4.02415 -0.44338 0.23 0.03 -0.02
C -4.00019 3.10642 -0.90768 -0.03 -0.03 -0.05
C -2.81254 -0.27071 -1.54075 -0.04 -0.02 0.10
C -5.31285 -0.27850 -1.63088 0.00 0.16 0.09
H -0.66188 -3.13506 -0.33288 -0.02 0.01 0.02
H 2.51482 -1.71442 1.73078 0.00 0.00 0.00
H -6.10509 0.08594 1.11043 0.00 0.00 0.01
H -0.57469 -2.21384 -2.90653 0.00 -0.01 -0.02
H -5.39744 2.81239 -2.52213 -0.02 -0.01 -0.03
H -0.15008 -1.75738 2.58842 -0.02 0.00 0.01
H -3.33047 2.54614 -0.25841 0.00 0.01 0.03
H -1.49562 -1.13278 1.61323 0.00 0.01 -0.01
H 1.61080 7.18570 -2.15896 0.00 -0.01 -0.01
H -3.41771 3.84361 -1.45861 0.00 0.01 0.02
H 1.03118 -3.19758 -0.87477 0.01 0.01 0.00
H -4.84394 -2.32522 -3.30055 0.00 0.00 0.00
H -0.78610 5.37823 0.89779 0.01 0.03 -0.01
H 1.11774 2.39722 2.35679 0.08 -0.06 0.02
H -7.10930 1.45750 1.59143 0.01 -0.01 0.01
H -7.44240 0.92559 -0.79400 0.00 0.01 0.00
H -0.31646 -0.01139 2.31843 0.01 0.02 -0.03
H 2.96085 -1.25342 0.07352 0.00 0.00 -0.01
H 2.48630 -0.00083 1.23249 0.00 0.00 -0.01
H 2.15638 4.94308 -3.04626 0.00 -0.02 0.00
H -2.79015 0.55538 -0.84450 -0.01 0.04 -0.02
H -3.97417 1.76148 -2.64179 0.00 -0.01 0.00
H -2.59242 -3.26049 -3.88645 0.01 0.00 0.00
H -5.37191 1.69694 1.34271 0.00 0.00 0.00
H 0.62265 -3.54680 0.80988 0.01 -0.02 -0.03
H -4.72844 3.63272 -0.29457 0.01 0.02 0.01
H 0.09486 7.40884 -0.21989 -0.01 -0.01 0.02
H -6.77198 2.57406 -0.59553 -0.01 -0.02 0.00